No. 1
# C33H65N5O7S6

12 unconnected molecules or ions with the total composition C33H65N5O7S6 in a non-equilibrium geometry (ωB97M-V/def2-TZVPD, the OMol25 dataset).

## Properties
HOMO-LUMO gap (eV): 7.60
E_HOMO (eV): -7.664

```
! wB97M-V def2-TZVPD RIJCOSX def2/J DEFGRID3
* xyz 0 1
S 11.822 12.257 26.598
S 19.076 14.618 33.797
S 20.328 16.516 30.107
S 23.306 12.937 32.836
S 19.765 8.524 34.716
S 20.644 13.895 25.414
O 19.262 16.317 31.188
O 12.688 13.200 25.734
O 18.341 14.959 35.109
O 16.500 15.137 26.197
O 19.974 9.499 33.560
O 20.202 13.306 24.047
O 22.089 12.406 32.038
N 17.850 5.851 31.444
N 16.404 7.967 29.063
N 18.584 10.430 31.356
N 12.936 8.565 33.966
N 21.905 9.643 31.051
C 23.372 12.226 34.518
C 21.906 16.845 31.034
C 22.856 10.210 30.226
C 14.180 10.398 33.789
C 13.593 9.382 33.042
C 17.241 11.156 29.653
C 24.733 11.945 32.215
C 20.689 14.848 29.452
C 23.181 7.999 30.282
C 15.431 7.626 29.969
C 17.310 10.445 30.924
C 16.714 4.546 32.974
C 15.942 13.914 26.871
C 14.446 8.418 28.279
C 23.737 9.177 29.858
C 15.804 8.455 27.946
C 12.953 9.115 35.218
C 22.469 14.105 25.402
C 18.449 11.768 29.481
C 11.820 10.667 25.714
C 17.049 5.794 33.599
C 19.254 11.411 30.599
C 17.655 14.118 32.599
C 18.231 9.198 35.544
C 17.325 4.632 31.680
C 14.178 7.996 29.548
C 17.706 6.581 32.605
C 22.090 8.278 31.021
C 13.799 10.308 35.113
C 21.042 8.890 35.935
C 20.700 12.429 26.516
C 12.751 11.606 28.020
C 19.706 12.860 33.868
H 21.115 12.524 27.519
H 22.861 16.951 30.519
H 13.750 9.190 31.991
H 18.908 12.404 28.739
H 17.407 7.970 29.183
H 15.674 7.178 30.922
H 16.426 8.745 27.112
H 15.160 14.026 27.622
H 21.289 10.089 31.716
H 17.135 13.262 33.029
H 19.009 12.145 34.305
H 22.957 13.279 24.884
H 24.290 12.491 35.042
H 22.622 12.704 35.147
H 23.020 14.176 26.340
H 19.897 14.247 29.898
H 11.524 9.847 26.367
H 12.761 12.318 28.845
H 17.440 3.834 30.961
H 22.897 11.287 30.293
H 20.565 8.428 36.799
H 11.332 10.699 24.740
H 18.082 7.594 32.611
H 20.314 11.586 30.706
H 12.388 8.792 36.079
H 16.733 13.262 27.240
H 24.695 11.898 31.126
H 12.429 7.713 33.775
H 13.761 11.268 27.789
H 19.901 12.639 32.819
H 13.157 7.947 29.896
H 23.507 6.979 30.137
H 14.840 11.153 33.388
H 15.893 15.484 25.539
H 16.141 3.721 33.369
H 16.570 9.837 31.423
H 21.627 17.753 31.569
H 12.824 10.381 25.399
H 20.562 12.778 34.538
H 22.690 15.088 24.986
H 24.801 10.916 32.567
H 16.334 11.215 29.069
H 21.274 11.726 25.911
H 21.936 16.152 31.875
H 15.304 13.311 26.226
H 13.945 11.146 35.778
H 12.171 10.725 28.297
H 17.966 13.960 31.566
H 17.798 8.507 36.266
H 18.477 6.081 30.686
H 23.124 11.165 34.535
H 20.669 14.869 28.362
H 21.480 7.705 31.704
H 24.609 9.266 29.227
H 19.690 12.027 26.594
H 18.449 10.157 36.014
H 17.012 14.998 32.618
H 21.281 9.937 36.120
H 16.894 6.122 34.616
H 19.032 9.998 32.151
H 13.606 8.768 27.697
H 17.484 9.302 34.757
H 21.655 14.425 29.729
H 22.045 8.478 35.825
H 25.656 12.446 32.504
*
```

Results of the Mulliken charge analysis, in e, for atoms 1 through 6: 0.398 0.560 0.350 0.274 0.445 0.500

=====

No. 2
# C15H41AsAuNO4S2Si3

A molecular structure, C15H41AsAuNO4S2Si3 in a non-equilibrium geometry (ωB97M-V/def2-TZVPD, the OMol25 dataset).

## Properties
Energy relative to the best compared isomer or geometry (same formula, charge and spin) (kcal/mol): 16.2
HOMO-LUMO gap (eV): 6.95
E_HOMO (eV): -2.148

```
! wB97M-V def2-TZVPD RIJCOSX def2/J DEFGRID3
* xyz -2 1
Au -1.067 0.904 -1.211
As 0.195 -0.387 0.431
S 4.543 0.214 -1.810
S 2.891 0.784 -0.739
Si 2.636 -1.086 0.701
Si -1.444 -1.965 1.086
Si 0.037 1.084 2.232
O 5.034 1.446 -2.418
O -0.397 -1.637 -2.893
O 4.109 -0.746 -2.852
O 5.494 -0.372 -0.872
N 1.792 -2.068 -3.263
C -4.268 2.374 -1.165
C 2.002 -2.382 2.045
C -1.611 -2.805 2.830
C 3.961 -0.331 1.891
C -3.711 4.147 -2.835
C -1.303 -3.404 -0.177
C -3.217 -1.246 0.821
C -1.561 2.170 2.153
C 1.452 2.372 2.281
C -3.132 3.140 -1.834
C 1.037 0.154 -3.632
C 0.722 -1.251 -3.207
C 3.368 -2.414 -0.463
C -0.070 0.375 4.030
C -2.143 2.182 -2.503
H 4.075 -3.026 0.091
H -2.910 4.751 -3.255
H 1.298 -3.081 1.600
H -2.342 -3.611 2.812
H 1.098 3.382 2.471
H -1.241 -2.961 -1.167
H -4.798 1.778 -1.908
H 0.717 -0.348 4.217
H -0.387 -3.966 -0.019
H -2.133 -4.106 -0.163
H -1.934 -2.088 3.579
H 4.738 0.152 1.309
H -2.605 3.716 -1.064
H -4.003 -1.990 0.910
H 3.521 0.404 2.558
H 2.194 2.134 3.037
H -4.980 3.050 -0.686
H 1.489 -1.872 2.856
H 0.134 0.685 -3.907
H -1.430 2.798 -3.060
H 1.953 2.363 1.318
H -4.432 4.813 -2.357
H -0.665 -3.221 3.159
H 2.811 -2.963 2.483
H -4.208 3.619 -3.647
H 0.023 1.160 4.777
H 1.483 0.651 -2.768
H -3.857 1.700 -0.419
H -1.634 2.867 2.986
H -3.423 -0.456 1.536
H -2.687 1.615 -3.267
H -3.263 -0.810 -0.171
H -2.452 1.548 2.156
H 1.776 0.160 -4.429
H 4.423 -1.101 2.502
H 1.682 -2.971 -2.826
H 3.902 -1.962 -1.284
H 2.593 -3.071 -0.846
H -1.019 -0.125 4.198
H 2.717 -1.616 -3.172
H -1.571 2.746 1.232
*
```

Results of the Mulliken charge analysis, in e, for atoms 1 through 6: 0.199 0.189 0.978 -0.497 1.225 0.458

=====

No. 3
# C25H40HfN3O2S

A molecular structure, C25H40HfN3O2S in a non-equilibrium geometry (ωB97M-V/def2-TZVPD, the OMol25 dataset).

## Properties
Energy relative to the best compared isomer or geometry (same formula, charge and spin) (kcal/mol): 25.2
HOMO-LUMO gap (eV): 7.93
E_HOMO (eV): -17.437

```
! wB97M-V def2-TZVPD RIJCOSX def2/J DEFGRID3
* xyz 3 1
Hf -0.031 0.578 0.671
S 1.227 0.851 -1.497
O 1.478 2.124 1.609
O -0.632 -0.552 1.960
N -1.353 2.243 0.155
N 3.252 -0.081 -2.906
N 1.148 -0.858 -3.569
C 0.487 -2.446 0.966
C -1.828 2.962 1.199
C -0.022 3.695 2.726
C -1.982 -3.399 0.057
C -0.274 -0.606 -3.648
C -2.825 3.443 -1.308
C 3.914 -0.165 -4.199
C -3.258 -1.553 1.180
C -1.848 2.496 -1.075
C 1.040 3.509 1.644
C 2.193 -0.719 1.845
C -0.816 -4.079 -0.257
C -1.189 2.706 2.533
C -3.502 -1.668 2.689
C -1.958 -2.213 0.784
C 1.768 -2.196 1.741
C -2.801 3.942 1.029
C -0.706 -1.714 1.213
C 1.941 -0.168 -2.760
C 4.124 0.323 -1.821
C 0.402 -3.609 0.201
C 1.576 -2.780 3.149
C -3.302 -0.084 0.725
C -3.324 4.176 -0.235
C 1.615 -1.992 -4.352
H 4.628 0.657 -4.264
H 4.467 -1.099 -4.304
H 0.657 3.729 0.644
H 1.719 -1.741 -5.408
H 0.415 3.557 3.716
H -3.160 4.493 1.885
H -0.403 4.716 2.680
H -0.826 1.656 2.594
H 0.875 -2.788 -4.269
H 2.572 -2.756 1.251
H -2.820 0.032 -0.263
H -4.339 0.236 0.629
H -1.435 1.918 -1.894
H 0.723 -2.320 3.647
H -3.203 3.599 -2.307
H -0.626 -0.902 -4.634
H -2.834 0.554 1.483
H 2.463 -2.627 3.755
H -4.066 -2.091 0.678
H 5.128 -0.034 -2.042
H -0.824 -1.185 -2.896
H 3.264 -0.669 2.054
H 4.161 1.409 -1.715
H 1.666 -0.251 2.692
H -0.861 -5.006 -0.807
H -1.909 2.861 3.339
H 2.010 -0.197 0.880
H -0.479 0.456 -3.523
H 1.895 4.164 1.827
H -2.715 -1.176 3.258
H 2.562 -2.362 -3.969
H 3.797 -0.122 -0.881
H 2.129 2.045 2.333
H -2.930 -3.812 -0.250
H -4.461 -1.220 2.937
H 3.202 -0.055 -5.011
H -4.099 4.912 -0.388
H -3.545 -2.712 2.983
H 1.392 -3.848 3.089
H 1.296 -4.187 0.020
*
```

Results of the Mulliken charge analysis, in e, for atoms 1 through 6: 0.953 -0.464 -0.493 -0.714 0.881 0.092

=====

No. 4
# C4H5F4O2P

2 unconnected molecules or ions with the total composition C4H5F4O2P in a non-equilibrium geometry (ωB97M-V/def2-TZVPD, the OMol25 dataset).

## Properties
Energy relative to the best compared isomer or geometry (same formula, charge and spin) (kcal/mol): 91.0
HOMO-LUMO gap (alpha / beta) (eV): 8.98 / 7.67
E_HOMO (alpha / beta) (eV): -8.660 / -7.708

```
! wB97M-V def2-TZVPD RIJCOSX def2/J DEFGRID3
* xyz 0 1
P 0.694 1.364 4.312
F -1.576 -0.652 0.914
F -0.012 1.035 1.648
F -0.308 0.559 -1.276
F -1.792 -2.397 2.164
O -0.545 -0.696 2.886
O 1.516 -0.504 -0.860
C 0.447 -0.566 -1.295
C -0.305 -1.614 -1.953
C 0.142 0.368 2.861
C -1.550 -1.087 2.183
H 0.315 -2.240 -2.591
H 1.963 1.305 3.629
H -1.312 -1.383 -2.313
H 0.811 0.276 5.079
H -0.484 -2.327 -1.224
*
```

Results of the Mulliken charge analysis, in e, for atoms 1 through 6: -0.085 -0.129 -0.199 -0.256 -0.204 -0.140

=====

No. 5
# C4H6N2O

A single C4H6N2O molecule (ωB97M-V/def2-TZVPD, the OMol25 dataset).

## Properties
Energy relative to the best compared isomer or geometry (same formula, charge and spin) (kcal/mol): 70.2
HOMO-LUMO gap (eV): 9.52
E_HOMO (eV): -8.923

```
! wB97M-V def2-TZVPD RIJCOSX def2/J DEFGRID3
* xyz 0 1
O -2.253 -0.821 0.090
N -0.127 -0.619 -0.948
N -0.100 0.847 0.750
C 2.070 -0.326 0.144
C 0.607 -0.114 -0.044
C -1.434 0.012 -0.747
C -1.319 1.125 0.294
H -1.918 0.187 -1.712
H 2.321 -0.705 1.141
H 2.586 0.633 0.010
H -3.141 -0.440 0.039
H 2.424 -1.028 -0.611
H 0.285 1.249 1.594
*
```

Results of the Mulliken charge analysis, in e, for atoms 1 through 6: -0.504 -0.581 0.004 -1.052 0.472 0.169